{
  "formula": "C29H80N4O13",
  "method": "the ωB97M-V functional and the def2-TZVPD basis",
  "gap_ev": 8.9365,
  "e_above_lowest_ev": 1.1358,
  "total_charge": 0,
  "homo_ev": -8.233,
  "largest_force_ha_per_bohr": 0.0903,
  "multiplicity": 1,
  "e_lumo_ev": 0.70,
  "symbols": ["C", "H", "H", "N", "H", "H", "H", "C", "H", "H", "H", "C", "C", "H", "H", "H", "H", "O", "H", "H", "H", "C", "H", "H", "H", "C", "H", "O", "N", "H", "H", "H", "H", "H", "O", "H", "C", "H", "C", "H", "C", "C", "H", "H", "O", "C", "C", "H", "O", "H", "H", "H", "C", "O", "H", "H", "H", "H", "H", "C", "H", "C", "H", "C", "H", "H", "H", "H", "H", "H", "H", "H", "H", "H", "H", "O", "H", "C", "H", "O", "C", "H", "C", "C", "C", "H", "H", "H", "H", "H", "H", "C", "H", "H", "H", "C", "H", "C", "O", "H", "H", "H", "H", "N", "H", "N", "O", "H", "H", "H", "H", "C", "H", "O", "H", "H", "H", "O", "H", "C", "C", "C", "C", "O", "H", "H"],
  "coordinates": [[12.33259, -15.25426, -21.76092], [9.12592, -22.05752, -13.22988], [4.23174, -19.47567, -21.31086], [12.90699, -22.27995, -17.34145], [4.11658, -16.96484, -16.40535], [8.09444, -21.06967, -23.41362], [5.22247, -18.96282, -19.93714], [17.30594, -20.71968, -15.90975], [14.54580, -13.50703, -19.96531], [8.24870, -18.03486, -15.12674], [7.89723, -13.11088, -19.24020], [4.75219, -16.58762, -17.21763], [13.67338, -23.85572, -15.70066], [11.31639, -15.27255, -17.56214], [7.70479, -25.30419, -10.52517], [5.83485, -17.26333, -21.33170], [12.03537, -22.78504, -17.27187], [6.05273, -20.50716, -21.02421], [9.32573, -24.36763, -15.02921], [6.24203, -13.47221, -18.70553], [12.65050, -25.63040, -13.94949], [8.70265, -17.97786, -23.07738], [8.35016, -20.47891, -15.74712], [8.72947, -25.66102, -12.86574], [9.30080, -18.13152, -18.80174], [8.29807, -18.53533, -14.21533], [8.59695, -15.93030, -18.98795], [12.35475, -24.23979, -15.42045], [13.73337, -18.95712, -15.05465], [14.00983, -13.09938, -21.55814], [7.49341, -12.72964, -17.52038], [8.70815, -19.98959, -24.51348], [11.25839, -20.01767, -19.12801], [11.55481, -14.89359, -21.14923], [8.61395, -16.44503, -19.80948], [10.73728, -18.44449, -23.66232], [7.74529, -24.25679, -10.72514], [11.26481, -25.84462, -15.02615], [9.49636, -22.21964, -19.30691], [11.64891, -18.62619, -15.32870], [7.93664, -20.07742, -23.78120], [12.72961, -16.77640, -15.63213], [15.37756, -17.53052, -14.49225], [8.49111, -17.92047, -13.33864], [13.51023, -15.06834, -21.01490], [12.35282, -15.75447, -17.68733], [13.74202, -13.71770, -20.69754], [12.43530, -14.76946, -22.77106], [7.93908, -19.13776, -22.76510], [13.18434, -15.03044, -17.51523], [13.24377, -21.82691, -15.38836], [8.72778, -22.81889, -18.75306], [11.52903, -21.02742, -18.76958], [16.31927, -19.68822, -15.65756], [10.92491, -21.67150, -14.67116], [6.78135, -15.91371, -19.89652], [14.23095, -23.86585, -14.74240], [13.68582, -16.41026, -15.30085], [14.03280, -18.96579, -15.98646], [8.52584, -24.55673, -12.98861], [4.70999, -15.97121, -21.65600], [14.89504, -18.52085, -14.24723], [14.05713, -24.58510, -16.40303], [12.62288, -20.89186, -17.66579], [8.23456, -17.16377, -22.50743], [6.61334, -19.91809, -21.54317], [11.98677, -16.03388, -15.19675], [6.69656, -24.04567, -11.08348], [6.28884, -17.43270, -16.27345], [9.06130, -18.33129, -20.54768], [12.26998, -20.25761, -16.81044], [12.94907, -26.24427, -15.62720], [9.87580, -22.25067, -16.01855], [16.76611, -19.48545, -13.66570], [17.50256, -20.94446, -16.96324], [12.64107, -16.93376, -17.01560], [13.54711, -20.48771, -18.14079], [12.35885, -25.56469, -14.97874], [6.97953, -20.15333, -24.33164], [8.66391, -23.91288, -11.74573], [4.92682, -19.84327, -20.56073], [10.02331, -22.82311, -20.02812], [12.55124, -18.12788, -14.99539], [9.40726, -23.86974, -13.99993], [15.93262, -19.67115, -14.28534], [7.16024, -15.27611, -17.72108], [14.63168, -18.51173, -13.14408], [8.95902, -21.51850, -19.90983], [8.46392, -17.74355, -24.10546], [11.86260, -21.58837, -19.62207], [14.76815, -22.16690, -16.38079], [8.66095, -17.85493, -19.64929], [10.22105, -16.51986, -21.44935], [12.36786, -15.94630, -18.74981], [7.96085, -23.63110, -9.89093], [10.17624, -18.10519, -22.76020], [4.76259, -17.16872, -18.12683], [5.12475, -16.59363, -20.85642], [5.78579, -15.76906, -19.93026], [10.27351, -18.95432, -22.02270], [7.49239, -24.42463, -13.38458], [4.32598, -17.12238, -20.46853], [12.85606, -13.30303, -20.15182], [9.04726, -22.49299, -14.14723], [16.88260, -21.68296, -15.53563], [10.66486, -16.79764, -22.31927], [6.10586, -16.54768, -16.64643], [18.25686, -20.39872, -15.48375], [12.68787, -17.05409, -22.84520], [9.91536, -19.89028, -16.13075], [7.67899, -18.25230, -19.51343], [9.90651, -21.71045, -15.08606], [4.48960, -15.55940, -17.37581], [10.32077, -21.62580, -18.35190], [10.34056, -24.10626, -13.47598], [12.37070, -17.26215, -21.01740], [4.35032, -20.54851, -19.98083], [7.86014, -14.65614, -17.98888], [15.37447, -20.61199, -14.11074], [7.29588, -13.44270, -18.36668], [13.71665, -22.45450, -16.20124], [12.06241, -16.71430, -21.97424], [9.34610, -20.40138, -15.37144], [9.38444, -19.49676, -14.25175], [7.38821, -19.24674, -14.05100], [12.31181, -17.90445, -13.95445]],
  "atomic_forces_ev_per_a": [[1.46, 0.11, -1.04], [-0.21, 0.00, -0.15], [0.10, 0.12, -0.60], [-0.06, 0.19, -1.14], [-0.24, -0.20, -0.60], [0.03, -0.67, 0.80], [-0.39, -0.76, -0.15], [-1.10, -0.13, 0.24], [-0.03, -1.11, -0.39], [-0.24, 1.28, -1.51], [-0.46, 0.19, 0.43], [1.12, -0.18, 1.80], [0.40, 0.09, 0.93], [1.31, -0.75, 0.74], [0.55, -0.93, 0.51], [-0.02, -0.37, -0.11], [-0.05, -0.10, 0.31], [0.49, -0.59, -0.49], [0.34, 0.39, 1.55], [0.49, -0.19, 0.51], [0.54, -0.17, 0.69], [-1.32, 0.48, 0.23], [-1.04, -0.25, -0.16], [0.00, 0.93, -0.37], [-0.14, -0.06, -0.10], [-0.21, -4.27, 1.82], [0.04, -0.03, 0.26], [0.03, 0.16, -0.30], [0.27, 0.28, 1.64], [-0.39, -0.07, -0.26], [-0.67, -0.25, -0.87], [0.75, 0.72, -0.53], [0.28, -0.03, -0.06], [-1.48, 1.04, 0.32], [0.10, -0.07, -1.03], [-0.19, 0.42, 0.57], [-1.53, 0.62, -2.23], [1.21, -0.20, 0.09], [-0.75, -0.53, 0.54], [0.03, -0.27, -0.51], [-1.00, -1.35, -0.96], [-1.34, 0.33, 0.94], [-0.47, -0.92, -0.01], [-0.24, 0.18, -0.26], [1.26, 0.01, 0.30], [-0.14, 1.56, -0.90], [-0.53, 0.91, 1.09], [-0.50, 0.01, 0.98], [0.19, 0.22, 0.51], [-0.77, 0.01, 0.06], [1.07, -0.24, -0.19], [0.79, 0.36, -0.52], [-0.44, 1.94, -0.38], [1.34, -0.98, -0.89], [0.04, 0.17, -0.45], [-1.53, -0.10, -0.53], [0.22, -0.29, -0.41], [0.78, 0.47, -0.22], [0.62, -0.36, -1.69], [-2.22, -0.77, -0.40], [0.01, 0.07, -0.07], [0.03, -0.83, 1.75], [0.62, -0.09, -0.32], [-0.91, -1.18, -1.26], [0.38, -0.14, 0.16], [0.04, 0.20, -0.03], [0.37, -0.77, -0.82], [0.73, 0.16, 0.33], [-0.07, 0.73, -0.35], [0.01, 0.31, 0.18], [0.32, -0.48, -0.58], [-0.20, 0.35, 0.31], [0.46, -0.23, -0.42], [0.99, 0.02, 0.99], [-0.48, 0.79, -0.11], [-0.65, -0.08, -0.15], [-0.76, 0.26, 0.38], [-2.45, -0.57, -0.70], [0.16, 0.50, 0.26], [0.52, 0.27, 0.31], [-0.08, 0.95, 0.96], [0.54, -0.66, -0.05], [-0.05, 0.82, 1.41], [0.34, -1.47, -0.29], [-2.22, 0.67, -2.44], [0.10, 0.06, 0.42], [-0.26, 0.40, -1.16], [-0.50, 0.97, -0.31], [0.43, 0.25, -0.51], [0.80, -0.34, -0.41], [-0.43, 0.13, 0.10], [0.80, 0.16, 0.42], [-0.86, -0.09, -0.22], [0.26, -0.36, -0.40], [0.21, 0.14, 0.74], [0.51, -0.58, -0.03], [-0.34, -0.09, -0.13], [1.96, 1.63, -1.78], [1.24, 0.20, 0.86], [0.13, 0.76, -0.34], [0.08, -0.29, 0.57], [-1.50, -1.12, 1.27], [0.26, -0.05, -0.75], [0.19, 1.19, 0.11], [0.75, 0.53, 0.31], [0.01, -0.69, 0.25], [-0.40, -0.62, -0.29], [0.04, -0.45, 0.39], [-0.47, -0.08, 0.94], [0.40, -0.10, -0.77], [-0.84, -0.39, 0.31], [-0.07, -2.11, 1.53], [-0.15, 0.36, -0.45], [0.31, -0.25, 1.62], [1.07, 0.64, -0.97], [-0.37, 0.30, -1.19], [-0.04, -0.17, 0.44], [-0.27, -1.64, 0.35], [0.47, 0.30, 0.53], [0.77, 1.79, -0.41], [-0.60, 0.69, 1.53], [1.51, -0.91, -0.32], [0.05, 2.54, 0.39], [-0.10, 0.14, 0.39], [0.85, 1.85, -0.26], [0.19, -0.26, 0.33]],
  "lowdin_charge": [-0.25, 0.11, 0.08, -0.07, 0.09, 0.08, 0.06, -0.10, 0.09, 0.04, 0.09, -0.09, -0.24, 0.11, 0.07, 0.07, 0.10, -0.11, 0.15, 0.09, 0.08, -0.21, 0.11, 0.14, 0.09, -0.07, 0.05, -0.21, -0.04, 0.08, 0.09, 0.08, 0.11, 0.10, -0.15, 0.13, -0.10, 0.09, -0.10, 0.09, -0.13, -0.24, 0.12, 0.09, -0.20, -0.13, -0.13, 0.15, -0.22, 0.10, 0.12, 0.11, -0.20, -0.22, 0.13, 0.07, 0.13, 0.10, 0.07, -0.26, 0.09, -0.19, 0.12, -0.16, 0.12, 0.03, 0.14, 0.10, 0.08, 0.05, 0.10, 0.10, 0.10, 0.10, 0.08, -0.17, 0.14, -0.13, 0.10, -0.20, -0.19, 0.08, -0.21, -0.26, -0.22, 0.05, 0.13, 0.06, 0.12, 0.11, 0.12, -0.10, 0.08, 0.06, 0.08, -0.21, 0.05, -0.16, -0.15, 0.12, 0.12, 0.04, 0.09, -0.03, 0.08, -0.06, -0.15, 0.08, 0.14, 0.10, 0.07, -0.19, 0.08, -0.22, 0.11, 0.14, 0.08, -0.16, 0.12, -0.16, -0.24, -0.22, -0.24, -0.22, 0.12, 0.12]
}